{
  "formula": "C19H20N2O4",
  "method": "the ωB97M-V functional and the def2-TZVPD basis",
  "elements": ["C", "C", "C", "C", "C", "O", "C", "C", "N", "C", "O", "C", "C", "C", "C", "C", "C", "N", "O", "O", "C", "C", "C", "C", "C", "H", "H", "H", "H", "H", "H", "H", "H", "H", "H", "H", "H", "H", "H", "H", "H", "H", "H", "H", "H"],
  "xyz": [[2.04, -5.74, -2.52], [1.09, -4.60, -2.30], [-0.09, -4.79, -1.62], [-0.99, -3.76, -1.41], [-0.70, -2.50, -1.89], [-1.50, -1.39, -1.76], [-2.72, -1.48, -1.06], [-2.51, -1.42, 0.46], [-1.95, -0.15, 0.84], [-2.67, 0.76, 1.56], [-3.76, 0.51, 2.03], [-2.01, 2.07, 1.78], [-0.69, 2.26, 1.87], [-0.02, 3.52, 2.16], [1.35, 3.51, 2.42], [2.03, 4.67, 2.71], [1.34, 5.88, 2.73], [2.04, 7.10, 3.03], [1.40, 8.13, 3.04], [3.23, 7.02, 3.25], [-0.03, 5.92, 2.47], [-0.70, 4.75, 2.19], [0.49, -2.29, -2.57], [1.39, -3.32, -2.79], [2.66, -3.06, -3.53], [1.65, -6.66, -2.08], [2.20, -5.91, -3.59], [3.01, -5.53, -2.07], [-0.33, -5.78, -1.25], [-1.91, -3.97, -0.87], [-3.27, -2.39, -1.34], [-3.30, -0.61, -1.38], [-3.47, -1.52, 0.97], [-1.83, -2.22, 0.77], [-1.13, 0.15, 0.34], [-2.71, 2.87, 1.96], [-0.02, 1.42, 1.76], [1.89, 2.57, 2.40], [3.09, 4.67, 2.91], [-0.54, 6.87, 2.50], [-1.76, 4.78, 1.98], [0.70, -1.30, -2.94], [2.71, -3.68, -4.43], [2.73, -2.02, -3.83], [3.53, -3.31, -2.92]],
  "relative_energy_ev": 4.977,
  "spin_multiplicity": 1,
  "smiles": "Cc1ccc(OCCNC(=O)/C=C/c2ccc([N+](=O)[O-])cc2)cc1C",
  "total_energy_ha": -1146.40247,
  "charge": 0,
  "lumo_energy_ev": -1.02
}

***

{
  "formula": "C6H11N",
  "method": "the ωB97M-V functional and the def2-TZVPD basis",
  "elements": ["C", "C", "C", "C", "C", "C", "N", "H", "H", "H", "H", "H", "H", "H", "H", "H", "H", "H"],
  "xyz": [[2.12, -0.13, -0.17], [0.96, -1.07, 0.17], [-0.42, -0.45, -0.07], [-1.58, -1.35, 0.35], [-0.97, 2.63, -0.39], [-0.48, 0.69, 0.88], [-0.71, 1.81, 0.54], [2.08, 0.21, -1.21], [3.08, -0.64, -0.03], [2.13, 0.76, 0.47], [1.01, -1.34, 1.23], [1.02, -1.98, -0.43], [-1.47, -1.61, 1.41], [-2.54, -0.84, 0.22], [-1.59, -2.26, -0.25], [-2.00, 2.73, -0.68], [-0.12, 3.05, -0.90], [-0.52, -0.22, -1.16]],
  "relative_energy_ev": 3.275,
  "spin_multiplicity": 1,
  "total_energy_ha": -289.85132,
  "charge": 0,
  "lumo_energy_ev": [0.79, 0.79]
}

***

{
  "formula": "C9H18F9O12S6Zn",
  "method": "the ωB97M-V functional and the def2-TZVPD basis",
  "elements": ["Zn", "C", "F", "F", "F", "S", "O", "O", "O", "C", "F", "F", "F", "S", "O", "O", "O", "C", "F", "F", "F", "S", "O", "O", "O", "C", "S", "O", "C", "H", "H", "H", "H", "H", "H", "C", "S", "O", "C", "H", "H", "H", "H", "H", "H", "C", "S", "O", "C", "H", "H", "H", "H", "H", "H"],
  "xyz": [[-0.01, 0.08, 0.20], [-1.79, 1.34, -3.75], [-2.71, 0.39, -3.42], [-0.73, 0.68, -4.30], [-2.33, 2.12, -4.69], [-1.29, 2.29, -2.27], [-0.33, 3.21, -2.80], [-2.54, 2.82, -1.80], [-0.74, 1.22, -1.44], [2.19, -1.99, 3.51], [3.48, -2.16, 3.17], [1.96, -2.82, 4.55], [2.02, -0.74, 3.93], [1.06, -2.44, 2.11], [0.71, -1.12, 1.58], [1.87, -3.22, 1.22], [-0.04, -3.11, 2.76], [1.40, 3.45, 2.76], [2.33, 4.23, 3.33], [1.14, 2.43, 3.58], [0.27, 4.16, 2.64], [1.96, 2.88, 1.10], [1.20, 1.64, 0.97], [1.59, 3.94, 0.22], [3.37, 2.68, 1.27], [-2.30, -3.76, -0.66], [-1.86, -2.26, -1.53], [-1.08, -1.42, -0.58], [-0.57, -2.97, -2.57], [-3.12, -3.55, 0.02], [-1.48, -4.10, -0.02], [-2.49, -4.51, -1.43], [-0.89, -3.92, -2.98], [0.29, -3.07, -1.90], [-0.35, -2.25, -3.35], [4.00, -0.21, -0.14], [2.75, 0.40, -1.30], [1.52, -0.42, -1.06], [3.36, -0.33, -2.82], [3.53, -0.22, 0.84], [4.82, 0.50, -0.18], [4.31, -1.20, -0.45], [3.62, -1.39, -2.67], [4.18, 0.13, -3.35], [2.44, -0.35, -3.41], [-3.90, 0.72, 0.35], [-2.84, 0.49, 1.78], [-1.53, 1.02, 1.30], [-3.47, 1.86, 2.73], [-4.92, 0.39, 0.54], [-3.46, 0.17, -0.47], [-3.91, 1.79, 0.12], [-3.33, 2.76, 2.14], [-2.85, 2.00, 3.62], [-4.51, 1.72, 3.02]],
  "relative_energy_ev": 0.000,
  "spin_multiplicity": 1,
  "total_energy_ha": -6324.02978,
  "charge": -1,
  "lumo_energy_ev": 1.92
}

***

{
  "formula": "C5H7NO",
  "method": "the ωB97M-V functional and the def2-TZVPD basis",
  "elements": ["C", "C", "C", "C", "N", "C", "O", "H", "H", "H", "H", "H", "H", "H"],
  "xyz": [[-1.82, 0.19, 0.02], [-0.60, -0.72, 0.25], [0.71, -0.11, -0.24], [0.63, 0.88, -1.32], [0.59, 1.69, -2.14], [1.91, -0.03, 0.61], [1.79, -1.02, -0.40], [-1.54, 1.23, 0.15], [-2.63, -0.03, 0.72], [-2.21, 0.07, -0.99], [-0.49, -0.96, 1.31], [-0.72, -1.68, -0.27], [2.69, 0.71, 0.44], [1.82, -0.39, 1.63]],
  "relative_energy_ev": 1.827,
  "spin_multiplicity": 1,
  "smiles": "CC[C@@]1(C#N)CO1",
  "total_energy_ha": -324.65733,
  "charge": 0,
  "lumo_energy_ev": 0.83
}

***

{
  "formula": "C20H28N2O3",
  "method": "the ωB97M-V functional and the def2-TZVPD basis",
  "elements": ["C", "H", "H", "H", "C", "C", "C", "C", "N", "C", "O", "C", "H", "H", "C", "C", "O", "N", "C", "C", "C", "C", "C", "C", "O", "C", "C", "H", "H", "H", "C", "H", "H", "H", "H", "H", "H", "H", "H", "H", "H", "C", "C", "H", "H", "H", "H", "H", "H", "H", "H", "H", "H"],
  "xyz": [[-7.14, -0.52, 0.25], [-7.66, -0.01, -0.56], [-7.47, -0.31, 1.12], [-7.14, -1.61, -0.11], [-5.74, -0.14, -0.02], [-4.94, -0.77, 1.21], [-3.55, -0.25, 1.30], [-2.88, -0.25, -0.38], [-1.54, 0.25, -0.38], [-1.10, 1.45, -0.03], [-1.97, 2.59, 0.28], [0.27, 1.86, -0.22], [0.56, 2.58, 0.18], [0.65, 1.87, -1.14], [1.23, 0.72, 0.50], [1.64, -0.41, -0.17], [0.96, -1.39, -0.65], [2.98, -0.48, -0.55], [4.15, 0.58, -0.36], [3.87, 1.90, -0.28], [4.90, 2.69, -0.18], [6.06, 2.26, 0.45], [6.35, 0.91, 0.40], [5.24, -0.01, 0.22], [5.57, -1.22, -0.18], [4.58, -2.26, -0.20], [3.80, -2.85, 1.10], [3.04, -3.22, 0.87], [3.27, -1.82, 1.69], [4.54, -3.14, 1.87], [3.55, -1.55, -1.26], [4.03, -1.46, -2.26], [2.73, -2.29, -1.39], [4.95, -3.30, -0.65], [7.27, 0.30, 0.62], [7.04, 3.03, 0.58], [4.84, 3.77, -0.33], [2.96, 2.28, -0.47], [2.07, 1.26, 1.12], [0.52, 0.39, 1.50], [-0.67, -0.51, -0.36], [-3.87, 0.52, -1.04], [-5.25, -0.15, -1.23], [-5.82, 0.28, -1.96], [-5.24, -1.10, -1.61], [-3.14, 0.27, -2.29], [-3.66, 1.40, -1.00], [-2.67, -1.48, -0.48], [-2.82, -0.56, 1.76], [-3.61, 1.00, 1.45], [-4.84, -1.70, 0.88], [-5.28, -0.52, 2.11], [-5.61, 1.16, 0.29]],
  "relative_energy_ev": 19.575,
  "spin_multiplicity": 1,
  "total_energy_ha": -1113.48757,
  "charge": 0,
  "lumo_energy_ev": 0.47
}